{"formula": "C4H5NO2", "method": "ωB97M-V with the def2-TZVPD basis set", "smiles": "Oc1ccc(O)[nH]1", "total_charge": 0, "gap_ev": 7.89, "e_homo_ev": -7.356, "max_force_ev_per_a": 8.58, "elements": ["O", "C", "C", "C", "C", "O", "N", "H", "H", "H", "H", "H"], "xyz": [[1.0306, -1.8487, -0.9512], [0.2056, -0.9584, -0.1739], [-0.4510, -0.9091, 0.9832], [-0.7545, 0.4721, 1.1101], [-0.2434, 1.1503, -0.0583], [-0.1398, 2.5019, -0.3809], [0.3430, 0.1772, -0.7358], [1.2704, -2.7293, -0.3356], [-0.7767, -1.7310, 1.5570], [-1.0260, 0.9363, 2.1992], [0.0572, 2.7323, -1.3563], [0.4847, 0.2065, -1.8576]], "atomic_forces_ev_per_a": [[-0.44, -4.06, 3.74], [2.68, -5.70, -1.25], [-0.25, 0.30, -0.11], [-0.29, 3.66, 1.90], [-1.69, 0.92, 3.32], [0.14, -0.30, -1.36], [1.24, 4.22, -7.37], [-1.13, 3.66, -2.53], [0.00, -0.49, 0.84], [0.36, -0.92, -3.30], [-0.55, -1.21, 2.34], [-0.07, -0.07, 3.78]], "nbo_charge": [-0.71, 0.41, -0.38, -0.35, 0.40, -0.69, -0.54, 0.49, 0.23, 0.23, 0.49, 0.42]}